(1)
Below is a molecular structure, C5H13N2S at a distorted geometry, with properties calculated with ωB97M-V/def2-TZVPD.

Structure (XYZ):
```
21
Properties=species:S:1:pos:R:3:forces:R:3:lowdin_charge:R:1
C -2.16196 1.07777 0.03683 0.976 1.305 0.284 -0.333
C -3.34542 0.22784 -0.42330 -0.116 -0.436 -0.071 -0.795
S -3.58591 -1.29008 0.54889 0.055 -0.031 0.042 0.099
C -0.89197 0.31264 -0.31044 -0.537 -2.883 -0.056 -0.118
N 1.04316 0.65881 -0.37999 -1.310 0.757 -0.788 -0.048
C 1.88348 0.31438 0.72511 0.129 -0.635 1.082 -0.369
C 3.02795 -0.52674 0.14157 -0.420 0.113 -0.646 -0.313
N 2.56815 -1.79172 -0.45011 -0.026 0.212 0.386 -0.023
H -2.23467 1.26688 1.10622 -0.016 -0.124 0.151 0.089
H -2.14883 2.05756 -0.45432 -0.153 0.037 -0.172 0.096
H -4.25913 0.82715 -0.37653 0.151 0.191 0.009 0.031
H -3.17948 -0.01606 -1.47880 -0.085 0.024 -0.059 0.034
H -0.89492 0.05593 -1.36216 0.178 0.015 0.049 0.096
H -0.87703 -0.57466 0.31766 0.026 -0.158 -0.258 0.060
H 0.08975 1.08986 0.01676 1.133 1.767 0.269 0.012
H 1.43713 -0.29976 1.52176 -0.302 -0.031 -0.112 0.106
H 2.31945 1.17948 1.25973 -0.099 0.109 -0.163 0.089
H 3.46113 0.05541 -0.67883 0.227 -0.005 0.184 0.093
H 3.78353 -0.71285 0.90032 0.168 -0.024 0.054 0.093
H 2.23491 -2.37893 0.31096 -0.030 -0.060 -0.120 0.053
H 1.73069 -1.53289 -0.97133 0.050 -0.142 -0.063 0.048
```
Forces are in eV/Å.

The net charge is -1. As for the HOMO energy: -2.76 eV. The calculation puts the largest force on an atom at 2.93 eV/Å. The value obtained for the total energy is -705.884727 a.u. The value obtained for the energy relative to the best compared isomer or geometry (same formula, charge and spin) is 4.177 eV. The calculation puts the lowest unoccupied orbital energy at 3.6 eV. For the frontier orbital gap, the calculation gives 6.35 eV.

---

(2)
Below is a molecular structure, C2I4N4 at a distorted geometry, with properties calculated with ωB97M-V/def2-TZVPD.

Structure (XYZ):
```
10
Properties=species:S:1:pos:R:3:forces:R:3:lowdin_charge:R:1
C -2.12384 -0.05291 0.26045 -0.173 1.134 0.074 -1.372
C 2.14304 0.21900 0.10243 -0.036 -0.205 0.319 -1.275
N -1.40801 -0.92261 -0.24366 0.538 -0.319 0.900 -0.134
N 1.18863 0.28441 -0.68224 -0.206 1.210 1.361 -0.125
N -0.67053 -0.90005 -1.34287 0.111 0.016 -1.330 -0.021
N 0.46744 -0.45922 -1.47512 0.768 -0.790 -1.185 -0.010
I -3.41504 -0.69541 1.71275 -0.577 -0.090 0.719 0.822
I -2.16469 2.05663 -0.14330 0.132 -0.624 -0.192 0.703
I 2.88152 -1.55518 1.04575 -0.194 0.265 -0.365 0.700
I 3.10147 2.02534 0.76581 -0.363 -0.596 -0.302 0.712
```
Forces are in eV/Å.

The net charge is 0. As for the HOMO energy: -9.46 eV. The calculation puts the largest force on an atom at 1.83 eV/Å. The value obtained for the total energy is -1485.852528 a.u. The value obtained for the energy relative to the best compared isomer or geometry (same formula, charge and spin) is 0.312 eV. The calculation puts the lowest unoccupied orbital energy at -0.9 eV. For the frontier orbital gap, the calculation gives 8.54 eV.

---

(3)
Below is a molecular structure, C9H9AuF5PS5, with properties calculated with ωB97M-V/def2-TZVPD.

Structure (XYZ):
```
30
Properties=species:S:1:pos:R:3:forces:R:3:lowdin_spin:R:1
Au -0.22856 -0.86251 -0.42967 0.052 -0.032 -0.150 0.365
S -1.72283 -0.19583 1.90473 -0.039 -0.110 0.078 0.525
S -2.09620 -1.89472 2.76029 0.061 0.002 -0.167 0.382
S -1.26540 -3.48562 1.60911 -0.051 0.194 -0.011 0.104
S -1.39015 -2.92138 -0.32748 -0.091 -0.075 0.126 0.209
F -4.57834 4.29549 -0.41365 -0.018 0.012 -0.007 0.004
C -3.45592 3.60838 -0.60958 0.091 -0.041 0.032 0.012
C -2.51598 3.50843 0.40419 0.002 -0.011 -0.041 -0.001
F -2.73618 4.10187 1.57807 -0.031 0.017 -0.002 -0.001
C -1.35110 2.79558 0.18930 -0.016 -0.015 -0.108 0.011
F -0.47055 2.71932 1.19066 -0.004 0.013 0.056 0.006
C -1.08754 2.15127 -1.01660 -0.073 0.043 -0.027 0.019
S 0.40205 1.25181 -1.28622 0.051 -0.022 0.064 0.092
C -2.04933 2.27333 -2.01738 0.005 0.029 0.158 0.016
F -1.86560 1.67960 -3.19561 -0.045 0.011 -0.028 0.003
C -3.21831 2.99079 -1.82564 0.055 -0.042 -0.008 -0.002
F -4.11815 3.08426 -2.80532 -0.027 0.017 0.009 -0.001
C 3.28665 -0.70049 -0.55392 -0.035 0.060 -0.031 0.021
P 1.92715 -1.67795 0.12870 0.168 -0.099 0.073 0.164
C 2.17314 -1.67339 1.92505 -0.038 -0.015 -0.042 0.031
C 2.23557 -3.38094 -0.40948 -0.037 0.035 0.046 0.019
H 4.25463 -1.10283 -0.25266 -0.006 -0.027 0.022 0.006
H 3.19022 0.32864 -0.20772 0.001 0.002 -0.014 0.000
H 3.21545 -0.70087 -1.64166 0.008 0.011 -0.002 0.000
H 3.16378 -2.03991 2.19957 0.014 -0.008 -0.050 0.008
H 1.41101 -2.31067 2.37509 0.004 0.018 0.020 0.002
H 2.04416 -0.65758 2.29828 -0.009 0.003 -0.003 0.001
H 3.24396 -3.70512 -0.14750 0.006 0.038 0.024 0.005
H 2.09927 -3.44615 -1.48838 0.003 0.004 0.001 0.000
H 1.50310 -4.03282 0.06546 0.002 -0.011 -0.015 0.000
```
Forces are in eV/Å.

The net charge is 0. As for the HOMO energy (spin up / spin down): -7.57 / -8.19 eV. The calculation puts the largest force on an atom at 0.21 eV/Å. The value obtained for the total energy is -3315.665557 a.u. The calculation puts the lowest unoccupied orbital energy (spin up / spin down) at 0.0 / -2.1 eV. As for the multiplicity: 3. For the frontier orbital gap (spin up / spin down), the calculation gives 7.57 / 6.07 eV.

---

(4)
Below is C3H3I in the gas phase at a distorted geometry, with properties calculated with ωB97M-V/def2-TZVPD.

Structure (XYZ):
```
7
Properties=species:S:1:pos:R:3:forces:R:3:lowdin_charge:R:1
C 1.51392 0.03296 -0.66253 8.206 -3.326 -4.144 -0.717
C 2.76969 -0.57734 -1.28113 -7.091 2.846 3.241 -0.249
C 0.21897 -0.08615 -0.08099 -0.741 3.598 4.415 -0.188
I 3.08461 1.60816 -0.68485 -0.279 0.452 0.256 0.865
H -0.57946 0.64976 -0.39079 1.022 -0.778 0.056 0.096
H 0.29382 0.03553 1.17187 -0.133 -0.169 -3.232 0.157
H -0.09300 -1.05172 -0.19309 -0.983 -2.623 -0.593 0.036
```
Forces are in eV/Å.

The net charge is 0. As for the HOMO energy: -8.49 eV. The calculation puts the largest force on an atom at 9.78 eV/Å. The value obtained for the total energy is -413.603526 a.u. The value obtained for the energy relative to the best compared isomer or geometry (same formula, charge and spin) is 3.084 eV. The calculation puts the lowest unoccupied orbital energy at 0.1 eV. For the frontier orbital gap, the calculation gives 8.63 eV.